[1]
102
Properties=species:S:1:pos:R:3 method="wB97M-V/def2-TZVPD" total_charge=-1 relative_energy_kj_mol=17.1
I 3.597 -10.500 -0.027
Rb -0.517 -2.125 0.201
S -3.338 -3.436 -0.086
O -0.572 -5.039 1.563
O -0.092 -4.537 -0.553
O -2.277 0.103 0.254
O -2.880 -2.959 -1.424
O 1.911 -1.038 0.772
N 0.281 0.973 0.223
C 2.171 2.334 -0.550
C -4.580 1.766 0.231
C -3.518 -5.226 -0.175
C -1.292 5.608 1.008
C -4.949 0.910 1.453
C -5.641 -3.070 1.414
C 4.183 -2.472 0.307
C 3.832 0.061 -0.104
C -1.545 4.133 0.682
C 2.409 -8.805 0.126
C -0.410 6.232 -0.080
C -3.157 2.295 0.362
C 0.838 -7.478 1.350
C -4.709 0.924 -1.047
C -2.050 1.319 0.331
C -0.687 1.867 0.334
C 1.625 -6.730 -0.781
C 2.417 -7.862 -0.890
C 5.693 -0.773 1.311
C 4.817 -1.095 0.090
C 5.595 3.561 -1.714
C -0.508 3.267 0.575
C 3.826 4.881 -0.593
C -3.865 -5.732 -1.558
C 4.297 1.253 -0.563
C 1.574 1.157 -0.003
C 1.614 -8.619 1.251
C -5.063 -2.909 0.023
C 3.498 2.407 -0.831
C -5.607 2.896 0.142
C -2.869 3.611 0.514
C 0.834 -6.524 0.336
C -0.014 -5.257 0.465
C 2.405 -0.033 0.244
C -0.575 5.712 2.360
C -2.582 6.425 1.093
C 4.086 3.662 -1.484
C 3.416 3.881 -2.847
C 5.728 -1.232 -1.142
H -5.652 -3.422 -0.742
H 3.040 -8.014 -1.762
H -5.014 -1.857 -0.259
H 0.496 3.623 0.755
H -3.251 6.046 1.867
H -6.641 -2.634 1.449
H 0.379 5.186 2.340
H -6.607 2.472 0.038
H 6.428 -2.055 -0.986
H -5.427 3.537 -0.723
H -4.911 1.504 2.369
H -2.343 7.461 1.340
H 6.241 0.159 1.163
H -3.169 -5.320 -2.285
H -0.890 6.167 -1.057
H -5.027 -2.560 2.156
H -5.726 -4.116 1.711
H -5.611 3.524 1.035
H -5.730 0.539 -1.124
H 5.352 1.339 -0.778
H -2.566 -5.616 0.181
H 0.551 5.722 -0.151
H 2.758 5.037 -0.437
H 3.584 3.024 -3.501
H 5.848 2.733 -2.377
H -0.212 7.284 0.140
H 4.287 4.753 0.388
H 4.231 5.786 -1.051
H 3.820 4.771 -3.338
H 1.526 3.154 -0.833
H 5.149 -1.450 -2.041
H -0.379 6.757 2.615
H -4.518 1.534 -1.933
H 2.340 4.012 -2.743
H -4.269 0.071 1.560
H 6.416 -1.575 1.477
H 0.221 -7.288 2.217
H -4.877 -5.456 -1.857
H -3.792 -6.820 -1.574
H 1.608 -5.983 -1.563
H 5.091 -0.670 2.215
H 4.989 -3.211 0.334
H 1.610 -9.358 2.042
H 5.957 4.480 -2.178
H 6.321 -0.338 -1.334
H -1.178 5.272 3.155
H -4.270 -5.495 0.574
H 3.621 -2.531 1.232
H -5.970 0.534 1.343
H -3.683 4.319 0.554
H -3.127 6.426 0.148
H 3.503 -2.746 -0.499
H 6.143 3.423 -0.779
H -4.020 0.084 -1.052

---

[2]
112
Properties=species:S:1:pos:R:3 method="wB97M-V/def2-TZVPD" smiles="O=C1C=C(O)C(=O)C=C1O.O=C1C=C(O)C(=O)C=C1O.O=C1C=C(O)C(=O)C=C1O.CC(C)=O.CC(C)=O.CC(C)=O.CC(C)=O.CC(C)=O.CC(C)=O.CC(C)=O" total_charge=0 relative_energy_kj_mol=22.7
O 23.632 27.166 30.759
O 23.802 32.737 30.189
O 29.680 38.175 23.839
O 21.133 33.967 33.703
O 23.117 37.938 31.709
O 24.045 37.065 36.250
O 30.099 39.973 36.035
O 31.360 31.423 31.768
O 31.886 40.665 34.081
O 24.771 31.138 28.144
O 23.958 34.351 27.881
O 21.837 37.317 29.505
O 27.177 29.713 31.875
O 27.942 35.882 30.493
O 30.431 37.040 31.182
O 23.057 28.805 32.796
O 20.131 33.110 31.306
O 25.575 34.655 24.468
O 28.597 36.205 33.190
C 23.856 31.321 30.283
C 26.896 35.489 30.101
C 31.606 33.568 32.759
C 22.367 36.806 31.745
C 23.211 30.717 31.533
C 27.728 31.983 32.188
C 31.423 32.596 31.477
C 27.521 30.556 32.632
C 28.054 36.819 25.087
C 23.554 36.358 26.734
C 23.354 29.345 31.697
C 21.665 36.596 30.428
C 21.882 34.256 26.758
C 26.856 34.664 28.767
C 31.155 38.955 32.690
C 24.313 29.094 29.316
C 24.440 32.572 24.105
C 23.664 39.412 35.506
C 24.400 38.069 35.529
C 20.968 35.432 30.255
C 31.576 33.179 30.083
C 22.211 35.894 32.819
C 24.335 30.614 29.148
C 25.539 35.674 30.828
C 25.563 33.490 24.837
C 31.133 39.675 33.810
C 23.635 28.535 30.547
C 25.674 37.836 34.502
C 20.790 34.383 31.418
C 26.646 32.909 25.684
C 30.153 39.185 34.903
C 29.330 37.143 33.410
C 29.484 38.682 26.194
C 28.088 30.239 33.938
C 29.297 37.987 34.563
C 23.210 34.957 27.192
C 30.291 37.712 32.364
C 29.200 37.898 24.922
C 21.299 34.704 32.680
H 31.670 39.518 31.829
H 24.364 40.051 35.768
H 30.417 33.572 29.875
H 22.044 33.464 25.818
H 29.160 30.465 34.025
H 30.509 33.923 33.018
H 22.926 36.083 33.675
H 31.889 32.178 29.732
H 22.785 31.374 32.258
H 29.473 39.607 36.640
H 22.606 37.007 26.895
H 27.649 36.879 26.079
H 24.706 35.879 30.173
H 28.007 29.178 33.892
H 19.622 32.976 30.543
H 24.349 36.764 27.551
H 27.254 32.052 25.330
H 32.070 33.012 33.626
H 29.666 36.553 30.962
H 22.870 39.274 36.174
H 24.068 31.885 24.845
H 25.930 36.784 34.878
H 25.784 36.490 31.738
H 20.708 35.073 29.343
H 26.207 35.241 28.061
H 25.016 32.088 23.355
H 24.123 26.631 29.956
H 24.101 33.017 29.269
H 28.577 39.392 26.415
H 25.356 38.068 33.556
H 30.270 39.464 25.914
H 27.513 36.926 24.294
H 26.816 32.399 31.835
H 26.442 38.585 34.922
H 23.160 38.155 30.782
H 28.035 32.545 33.239
H 28.448 37.663 35.150
H 26.410 33.901 28.945
H 29.772 38.005 26.975
H 23.281 40.009 34.794
H 23.437 32.877 23.597
H 27.732 30.673 34.893
H 21.383 33.543 27.446
H 24.503 28.370 28.577
H 27.451 33.517 25.817
H 27.937 34.441 28.474
H 26.177 32.533 26.768
H 23.900 36.266 25.763
H 25.145 34.773 31.344
H 28.565 31.906 31.562
H 32.326 33.886 30.056
H 21.307 35.052 26.468
H 32.147 34.374 32.380
H 28.638 35.941 25.035

---

[3]
111
Properties=species:S:1:pos:R:3 method="wB97M-V/def2-TZVPD" total_charge=-1 relative_energy_kj_mol=95.3
Ag 0.924 0.969 0.052
S -1.285 -0.210 -0.834
S 2.081 1.015 2.509
Si -2.891 -1.430 -0.398
O -2.984 -2.534 -1.637
O 1.611 -5.454 -2.485
O -2.892 -2.173 1.061
O -4.352 -0.675 -0.452
N 1.948 -1.353 -0.167
N 0.587 3.135 0.959
N -0.263 -4.217 -2.331
N 3.060 3.256 3.424
N 3.021 1.502 -0.956
N -0.310 2.699 -1.457
N 6.635 2.541 -0.350
N 7.910 4.426 0.298
N 1.263 3.533 2.029
C -1.030 -3.701 1.278
C -2.035 2.686 -3.111
C 4.586 -0.525 -2.056
C 4.973 0.098 -0.864
C 3.340 -3.127 0.598
C 7.114 0.319 0.471
C 1.986 4.772 5.060
C -2.909 3.294 -2.227
C 4.131 1.093 -0.359
C -1.223 4.611 1.667
C 1.337 -2.201 -0.978
C 3.465 -0.057 -2.715
C 2.715 -4.009 -0.264
C -6.064 -1.162 1.145
C -3.642 -2.322 -2.871
C -5.962 1.015 -0.149
C 6.942 3.815 -0.371
C 2.922 -1.804 0.609
C -2.505 -3.422 1.563
C -1.139 3.323 -0.599
C 1.677 -3.548 -1.069
C -2.718 -3.362 3.082
C -3.372 -4.512 0.928
C 7.367 1.734 0.437
C -3.008 -3.270 -3.895
C -3.501 -0.881 -3.356
C -5.149 -0.088 0.543
C -5.123 -2.686 -2.720
C -4.294 0.535 1.643
C 2.726 0.967 -2.147
C 6.136 -0.380 -0.143
C 2.973 4.614 3.901
C 8.430 2.282 1.184
C 1.021 -4.493 -2.020
C -2.460 3.619 -0.962
C 8.648 3.637 1.078
C 2.112 2.723 2.597
C -0.566 3.666 0.693
C -0.755 2.401 -2.659
H -0.975 4.283 2.676
H -2.304 4.653 1.563
H 3.975 4.932 4.213
H -5.223 -3.737 -2.457
H 9.437 4.136 1.629
H -0.887 -3.870 0.217
H -1.972 -3.000 -4.072
H -3.055 -5.498 1.254
H -2.080 -2.584 3.493
H 2.253 4.112 5.884
H -0.434 -2.842 1.574
H 2.646 5.227 3.057
H -0.810 -3.475 -1.914
H -0.726 -4.821 -2.992
H -4.007 -0.219 -2.663
H -3.055 -4.292 -3.526
H -3.750 -0.243 2.166
H 1.877 1.400 -2.656
H 5.182 -1.327 -2.471
H -3.549 -3.221 -4.837
H -3.925 3.516 -2.528
H -6.720 -1.586 0.387
H -6.570 1.552 0.574
H -5.442 -1.958 1.547
H 9.049 1.663 1.818
H -5.556 -2.075 -1.935
H -4.914 1.089 2.344
H 3.160 -0.475 -3.663
H -3.935 -0.770 -4.346
H -0.053 1.914 -3.323
H -4.414 -4.363 1.201
H 6.334 4.446 -1.007
H -5.268 1.707 -0.619
H -3.278 -4.438 -0.152
H -0.699 -4.580 1.828
H -2.336 2.431 -4.115
H -2.452 -0.597 -3.373
H 3.005 -5.049 -0.322
H 4.136 -3.455 1.248
H -6.612 0.599 -0.916
H -2.471 -4.314 3.544
H -0.814 5.614 1.536
H 0.535 -1.769 -1.561
H -3.568 1.204 1.190
H 3.369 -1.075 1.271
H 7.861 -0.250 1.013
H -6.671 -0.737 1.943
H -3.751 -3.117 3.317
H 3.482 2.579 4.043
H 1.981 5.798 5.422
H -3.135 4.088 -0.260
H -5.652 -2.501 -3.652
H 6.218 -1.461 -0.108
H 0.988 4.518 4.712
H 4.361 1.555 0.592

---

[4]
112
Properties=species:S:1:pos:R:3 method="wB97M-V/def2-TZVPD" total_charge=+1
I -1.945 0.988 -3.118
I -5.638 -0.364 -1.915
Cl -4.854 -2.941 0.691
S 2.955 -3.179 -1.161
F -1.166 -3.199 -5.971
F -0.192 -1.489 -6.834
F -2.092 -1.223 -5.883
O -0.900 -7.271 -0.259
O -4.975 -3.808 -1.708
O -0.282 -1.640 -4.652
N -2.579 5.030 8.056
N 2.427 6.382 -1.129
N -0.867 3.562 2.513
N 1.752 -2.210 -1.915
N 1.129 -7.988 0.512
N -0.200 -3.377 -1.055
N -0.491 -1.571 -2.331
N -1.182 0.502 0.553
C 0.083 -4.374 3.341
C 0.162 5.518 2.461
C -4.179 -3.515 -0.850
C -2.532 5.151 6.694
C 6.044 1.250 -3.331
C 4.514 3.027 -3.303
C -1.818 4.506 2.796
C 0.076 -4.798 -1.292
C -0.502 4.556 7.455
C -2.044 -1.983 1.889
C 5.767 2.555 -3.592
C 0.815 -5.575 -0.164
C -1.807 -4.432 1.526
C -0.877 -2.330 -3.510
C -1.580 -2.885 -0.579
C 3.410 7.171 -0.594
C 0.238 -6.973 0.020
C 3.892 0.863 -2.464
C 0.341 4.172 2.308
C -2.618 -0.622 -1.798
C -1.378 -3.051 0.986
C -1.421 -1.398 -1.144
C -1.346 4.672 8.528
C 0.486 -2.461 -1.744
C -1.256 4.861 6.289
C 5.142 0.394 -2.777
C 2.359 6.590 -2.481
C -3.728 -0.015 -0.880
C -2.700 -3.768 -1.142
C -3.784 1.507 -0.624
C 3.313 7.514 -2.813
C 3.610 2.171 -2.746
C -1.357 -4.739 2.965
C 2.820 0.023 -1.809
C 3.981 7.883 -1.615
C -0.936 -1.878 -5.810
C 2.245 -1.054 -2.733
C -0.489 -0.498 -0.273
C -1.209 5.733 2.773
H -2.629 -3.728 -2.229
H 0.929 6.268 2.362
H -3.134 -1.295 -2.474
H 1.534 -8.426 -0.311
H 4.786 8.591 -1.514
H 1.464 -0.654 -3.370
H -3.407 5.432 6.133
H -1.690 6.679 2.956
H 3.617 7.157 0.462
H 1.641 6.063 -3.087
H 4.206 4.051 -3.462
H -2.841 1.975 -0.374
H 0.772 -4.955 0.731
H -1.290 -1.483 2.503
H 3.253 -0.404 -0.898
H -2.722 -2.444 2.603
H 0.185 0.049 -0.919
H 0.080 -1.104 0.434
H 5.417 -0.637 -2.586
H 1.846 5.751 -0.609
H -4.299 2.045 -1.412
H -0.956 1.412 0.167
H -1.025 2.575 2.467
H -1.453 -5.821 3.089
H -2.020 -4.316 3.718
H -3.858 -0.501 0.079
H 1.871 -5.697 -0.385
H -0.763 -5.423 -1.596
H -0.819 0.514 1.497
H -2.606 -1.209 1.378
H -0.463 -3.339 -3.580
H 6.487 3.233 -4.025
H 7.045 0.903 -3.557
H 1.858 -7.587 1.091
H 3.067 -1.456 -3.322
H 3.214 -4.159 -2.060
H 0.852 -4.988 2.869
H -2.545 -4.825 -0.927
H 1.221 3.596 2.071
H -0.902 4.868 5.273
H 0.539 4.286 7.500
H -0.311 -2.967 1.177
H 2.055 0.720 -1.467
H 2.620 2.541 -2.497
H 3.510 7.886 -3.805
H -2.899 -4.409 1.571
H -4.427 1.636 0.253
H -1.176 4.531 9.582
H 0.773 -4.844 -2.134
H -2.839 4.224 2.987
H 0.317 -3.329 3.116
H 0.206 -4.458 4.420
H -1.942 -2.415 -3.729
H -3.392 5.181 8.623
H -1.595 -5.267 0.857

---

no.,E (eV)
1,-72641.887
2,-80202.470
3,-96491.868
4,-107100.643